{"formula": "C3H12FHfN6O3", "method": "the ωB97M-V functional and the def2-TZVPD basis", "elements": ["Hf", "F", "C", "O", "N", "N", "H", "H", "H", "H", "C", "O", "N", "N", "H", "H", "H", "H", "C", "O", "N", "N", "H", "H", "H", "H"], "xyz": [[-3.59981, 1.05108, 2.17343], [-1.26259, 1.13651, -0.67813], [1.08931, 4.52948, -3.83917], [1.58047, 5.55226, -4.20752], [1.27363, 3.99375, -2.69978], [0.24141, 3.83444, -4.48347], [1.81240, 4.48584, -2.00144], [0.65456, 3.25165, -2.40626], [0.06273, 3.94342, -5.47155], [-0.38177, 3.18293, -4.02821], [-2.48808, -4.06843, 0.09632], [-2.70208, -3.22889, 0.95749], [-2.66706, -5.36448, 0.32990], [-2.10839, -3.70144, -1.08418], [-2.57713, -6.07771, -0.37955], [-2.79804, -5.68794, 1.27770], [-1.99963, -4.38815, -1.81679], [-1.96178, -2.70216, -1.09018], [1.69323, -0.07134, 3.71580], [0.50092, -0.02836, 3.79545], [2.37108, 0.19784, 2.56591], [2.48758, -0.06901, 4.74006], [3.37607, 0.22607, 2.66232], [1.86757, 0.17529, 1.69066], [2.06685, 0.00543, 5.65523], [3.46857, -0.17807, 4.52593]], "e_homo_ev": -17.457, "charge": 3, "relative_energy_kj_mol": 1357.4, "total_energy_ha": -822.065478}